16
Properties=species:S:1:pos:R:3:forces:R:3 method="wB97M-V/def2-TZVPD" e_tot_ev=-9325.74716 lumo_energy_ev=0.98 orbital_gap_ha=0.361 molar_mass_g_mol=108.14 e_above_lowest_kcal_mol=137.5
N 0.389 0.227 -1.265 -0.07 -2.39 2.68
N -0.839 0.772 -1.496 -0.34 0.24 0.25
C -0.750 1.649 0.918 -2.12 -2.31 1.72
C 0.706 -1.091 -1.756 -2.66 -1.18 0.76
C 1.561 -1.594 1.974 -2.44 2.49 -3.89
C 0.933 -1.071 1.034 2.35 -2.36 1.43
C -1.367 1.313 -0.458 2.86 -0.28 0.37
C 0.209 -0.944 -0.232 0.31 -0.16 -1.91
H -0.029 -1.719 -2.460 1.54 1.72 1.64
H -0.835 -1.378 -0.107 1.22 1.16 -0.53
H -2.137 1.830 -0.839 -3.52 1.91 -0.16
H 1.741 -1.201 -1.964 0.70 -0.24 -0.11
H 0.312 1.676 0.840 0.77 0.21 0.03
H 2.303 -1.914 2.627 0.52 -0.36 1.02
H -1.002 0.881 1.860 0.60 1.48 -2.80
H -1.194 2.565 1.322 0.30 0.06 -0.51


13
Properties=species:S:1:pos:R:3:forces:R:3 method="wB97M-V/def2-TZVPD" e_tot_ev=-20077.30480 lumo_energy_ev="0.28 / 0.43" orbital_gap_ha="0.281 / 0.287" molar_mass_g_mol=122.15 e_above_lowest_kcal_mol=110.3
S -0.009 1.559 0.055 -1.72 2.50 -1.95
O 1.096 1.696 -0.901 0.26 0.07 0.04
O 0.142 0.252 0.904 -0.22 -1.20 0.30
N -2.532 0.078 -1.227 0.39 -0.50 1.25
N 1.790 -1.193 1.722 -0.49 0.80 0.86
C -1.932 1.058 -1.585 0.78 -0.23 0.93
C 1.196 -0.622 0.529 0.21 -3.64 -1.55
H -3.305 -0.536 -1.384 -0.38 0.20 -0.81
H -2.034 1.718 -2.448 0.14 0.31 -0.15
H 1.826 -0.433 2.417 0.48 -0.43 -0.26
H 0.806 -1.607 0.018 0.13 2.13 0.39
H 1.828 -0.100 -0.263 -0.26 -0.75 1.76
H 1.128 -1.871 2.162 0.70 0.73 -0.81


9
Properties=species:S:1:pos:R:3:forces:R:3 method="wB97M-V/def2-TZVPD" e_tot_ev=-13016.20025 charge=-1 lumo_energy_ev=3.72 orbital_gap_ha=0.321 molar_mass_g_mol=109.03 e_above_lowest_kcal_mol=15.4
F -2.815 -1.851 -0.507 1.51 0.79 -0.38
O 3.495 -0.690 -1.009 -0.40 0.10 0.00
O 0.833 0.949 0.552 -2.13 -0.16 -1.04
O 0.537 -1.199 1.246 1.24 -0.55 1.48
O -0.663 -0.434 -0.406 -1.20 0.73 -1.89
C 0.195 -0.331 0.467 -0.11 0.44 0.36
C 2.926 -0.146 -0.196 1.40 -0.49 -0.18
H 1.364 0.911 1.325 0.80 -0.29 0.99
H -1.922 -1.359 -0.575 -1.11 -0.57 0.66


60
Properties=species:S:1:pos:R:3:forces:R:3 method="wB97M-V/def2-TZVPD" e_tot_ev=-127236.22156 lumo_energy_ev=-0.88 orbital_gap_ha=0.301 molar_mass_g_mol=782.41 e_above_lowest_kcal_mol=0.0
I -0.702 3.322 2.588 -0.11 0.08 -0.07
Cl -4.395 2.178 1.591 0.11 0.28 -0.08
Cl -5.929 -0.481 -1.451 -0.14 -0.04 -0.08
S -0.368 -1.681 -0.682 0.36 0.22 0.78
S 2.039 1.087 -2.534 -0.25 -0.05 0.21
P 0.126 1.520 -2.454 1.37 -0.21 -0.52
Si -0.723 0.520 -0.619 -0.47 0.67 0.69
Si -3.431 1.249 -1.356 -0.92 -0.13 0.07
F -1.498 -4.733 -2.535 0.90 0.52 -0.06
F -0.611 -1.592 -3.281 0.00 -0.08 0.26
F 0.443 -4.271 -1.643 -0.46 0.11 -0.64
F 0.109 -3.919 -3.793 -0.33 -0.15 1.07
F -2.322 -2.435 -2.191 0.68 0.07 -0.16
O 6.173 -1.497 1.789 0.17 0.01 -0.20
O -1.182 -2.218 0.373 -0.51 -0.22 -0.07
O -3.202 0.279 -2.678 0.31 0.40 0.30
O 4.154 -2.028 2.652 -0.16 0.00 0.05
O 5.877 -2.099 3.941 0.07 -0.09 0.11
O -1.574 5.424 -1.255 -0.26 -0.24 0.35
O 1.055 -1.837 -0.577 0.22 0.02 -0.51
O -3.135 3.941 -0.923 0.81 -0.22 0.26
O -2.294 0.864 -0.237 0.56 -0.31 -0.88
N -2.687 5.214 -1.486 -0.12 0.25 -0.51
C 7.289 -1.995 4.126 0.12 -0.01 0.12
C 0.388 2.626 0.870 0.34 -0.62 0.15
C 3.539 -1.825 1.367 -0.15 -0.08 -0.39
C 3.802 -2.989 0.436 0.23 -0.12 0.08
C -5.186 0.952 -0.683 0.65 -0.07 0.44
C -0.971 -2.417 -2.280 -0.64 -0.33 -0.06
C -3.323 3.015 -1.997 -0.45 0.38 0.21
C -5.257 0.811 0.837 -0.53 -0.48 0.05
C 0.319 1.083 0.807 -0.25 -0.26 -0.25
C -0.450 -3.882 -2.561 -0.25 -0.32 -0.45
C 1.833 3.143 0.891 -0.43 0.06 0.15
C 5.469 -1.851 2.695 -0.16 0.18 0.15
C -4.802 -0.529 1.387 0.07 0.13 -0.11
H -2.564 3.152 -2.764 0.37 -0.14 -0.10
H -4.027 -0.981 0.780 0.30 -0.09 -0.03
H 7.467 -2.113 5.190 -0.10 -0.03 0.02
H 7.654 -1.024 3.799 0.00 0.00 -0.08
H 2.042 3.687 -0.019 0.18 0.17 -0.23
H 7.801 -2.786 3.581 0.02 0.05 -0.07
H -5.814 1.790 -0.950 -0.08 0.29 -0.21
H -3.336 0.764 -3.494 -0.02 -0.20 -0.42
H 1.986 3.789 1.741 0.15 0.34 0.10
H -0.054 2.913 -2.345 -0.56 -0.03 -0.05
H 2.537 2.331 0.982 0.19 -0.28 -0.07
H 1.299 0.633 0.725 0.32 -0.01 -0.01
H 2.474 -1.744 1.566 0.01 -0.02 0.18
H 3.476 -3.922 0.899 -0.10 0.02 -0.02
H 4.864 -3.082 0.214 0.02 0.08 0.00
H -0.156 0.657 1.685 -0.06 -0.13 0.25
H -4.276 3.224 -2.490 -0.19 0.01 -0.19
H -6.293 0.938 1.118 -0.25 0.19 0.15
H -0.151 3.040 0.030 -0.21 0.44 -0.04
H -4.452 -0.423 2.402 0.16 0.06 0.26
H -0.538 1.139 -3.632 -0.43 0.24 0.14
H -5.649 -1.198 1.405 -0.19 -0.28 -0.09
H 3.264 -2.853 -0.498 -0.05 0.03 0.00
H 3.875 -0.881 0.936 0.15 -0.03 0.05


13
Properties=species:S:1:pos:R:3:forces:R:3 method="wB97M-V/def2-TZVPD" e_tot_ev=-14544.09033 lumo_energy_ev=0.77 orbital_gap_ha=0.338 smiles=CNC.S molar_mass_g_mol=79.17 e_above_lowest_kcal_mol=27.7
S 2.627 1.538 2.246 -0.28 2.09 -1.04
N -0.917 0.334 -0.875 0.19 -0.15 1.08
C -0.395 -0.176 0.363 0.04 -0.11 1.17
C -1.294 -0.705 -1.783 -0.30 0.04 -0.73
H -0.444 1.168 -1.163 0.18 -0.19 -0.73
H -1.167 -0.724 0.908 -0.15 -0.23 -0.19
H -0.096 0.590 1.079 -0.06 0.42 -0.38
H -1.657 -0.283 -2.717 -0.27 0.13 -0.02
H 0.480 -0.840 0.320 0.01 -0.10 -0.48
H 2.081 1.164 3.404 0.61 -1.25 -0.02
H -2.103 -1.271 -1.315 -0.08 -0.02 -0.14
H -0.545 -1.449 -2.099 0.42 0.18 0.40
H 3.429 0.654 1.631 -0.30 -0.82 1.09